# C21H44Cl18P

A cluster of 10 separate species, C21H44Cl18P in total in a non-equilibrium geometry (ωB97M-V/def2-TZVPD, the OMol25 dataset).

Structure (XYZ):
```
84
Properties=species:S:1:pos:R:3:forces:R:3
C 6.748 -3.357 6.109 -0.7633 0.7712 0.1323
C 6.650 -2.979 4.947 -0.5560 -0.2635 -0.9661
C 6.384 -2.576 3.444 1.1395 -1.9448 2.5776
P 5.779 -0.747 3.372 0.8148 0.8273 -0.6800
C 4.353 -1.101 2.146 -1.9285 0.1509 -0.6383
C 2.916 -0.550 2.642 0.9077 0.3935 -1.3077
C 2.882 1.021 2.394 -0.6720 0.0250 -0.5035
C 1.426 1.659 2.384 0.4372 0.1572 0.5542
C 0.458 1.151 3.548 -0.8979 1.0143 -1.1158
C -0.813 0.441 2.901 0.6346 -1.2199 0.8989
C -0.627 -1.137 2.725 -0.5892 0.0989 -0.4984
C -2.081 -1.808 2.700 0.3432 -0.0425 0.1086
C -2.421 -2.609 4.057 -0.4294 0.5214 -1.2059
H 6.547 -3.441 7.204 0.6099 -0.0249 -1.7356
H 7.389 -2.655 2.935 -1.1719 0.1428 0.2507
H 5.666 -3.350 3.052 0.7607 0.6989 0.2134
H 6.699 -0.552 2.231 0.0562 -0.0808 -0.3026
H 5.491 0.680 3.279 -0.3219 0.1856 0.1081
H 4.903 -0.920 4.532 -0.2012 -0.1688 0.0877
H 6.908 -0.397 4.240 0.0229 -0.1644 0.3055
H 4.576 -0.551 1.171 -0.1041 -0.6650 1.1166
H 4.198 -2.185 1.869 0.3589 0.8806 0.3556
H 2.146 -1.007 1.937 0.6476 0.5051 1.0689
H 2.703 -0.850 3.706 0.2062 0.3294 -1.0256
H 3.531 1.612 3.096 -0.5926 -0.8857 -0.5221
H 3.316 1.181 1.354 -0.3964 -0.1108 1.2493
H 1.551 2.782 2.511 -0.1591 -1.2211 -0.2680
H 0.903 1.510 1.391 0.6610 -0.0081 1.0209
H 0.061 2.082 4.060 0.5879 -1.1849 -0.4325
H 0.982 0.511 4.315 -0.5772 0.5603 -0.9100
H -1.091 0.876 1.903 0.6304 -0.3685 1.1659
H -1.732 0.571 3.560 1.2528 -0.1042 -0.5311
H 0.027 -1.559 3.551 -0.8566 0.4530 -0.8955
H -0.117 -1.400 1.745 -0.4087 0.5410 1.1787
H -2.186 -2.489 1.794 0.2147 0.6353 1.1944
H -2.823 -0.971 2.522 0.7360 -1.0493 0.3281
H -2.639 -3.675 3.769 0.2506 0.9571 0.6190
H -1.544 -2.557 4.757 -1.0381 -0.1015 -0.5548
H -3.361 -2.160 4.509 1.2490 -0.6721 -0.2326
C -3.234 2.642 0.493 0.0030 -0.0912 0.3264
Cl -1.748 2.219 -0.371 -0.0025 0.0553 -0.1803
Cl -3.372 1.750 2.013 -0.7199 0.5455 -0.2261
H -3.226 3.708 0.708 0.1289 -0.1461 0.0615
H -4.083 2.400 -0.133 0.2286 -0.2134 0.2118
C -4.867 -0.349 -1.345 0.2350 -0.2358 0.0080
Cl -4.016 -1.244 -0.081 -0.0491 0.0374 -0.1498
Cl -6.009 0.813 -0.653 -0.1939 -0.0415 0.0370
H -4.139 0.188 -1.947 -0.0582 0.0274 0.2234
H -5.415 -1.052 -1.968 -0.0078 0.0904 0.1495
C 0.693 1.918 7.098 0.1398 -0.1434 0.0612
Cl -0.919 2.309 6.487 -0.1944 -0.0313 0.2692
Cl 1.894 3.082 6.527 0.0293 -0.0639 0.0536
H 0.673 1.937 8.184 -0.0428 0.1109 -0.1349
H 0.971 0.926 6.750 -0.0348 0.1623 -0.1133
C -6.597 4.302 -1.939 -0.0808 -0.0494 -0.1751
Cl -4.900 4.162 -1.467 -0.3046 0.3373 -0.5031
Cl -7.451 5.472 -0.926 -0.0788 -0.0042 -0.0361
H -6.649 4.628 -2.975 0.0588 0.0457 0.1475
H -7.072 3.330 -1.834 0.1252 0.1027 0.1398
C -6.533 0.330 -4.965 -0.1021 -0.0931 -0.2440
Cl -4.827 0.170 -4.546 0.0458 0.0254 -0.2279
Cl -7.361 1.483 -3.907 -0.0899 -0.0587 -0.1781
H -6.609 0.679 -5.992 0.0787 0.0518 0.1398
H -7.013 -0.641 -4.869 0.0814 0.1144 0.1101
C -2.545 -1.338 -7.502 0.1756 -0.0302 0.0534
Cl -2.503 -2.832 -6.557 0.0743 0.0100 0.0551
Cl -4.195 -0.944 -8.001 -0.0298 -0.9215 -0.2093
H -2.156 -0.524 -6.894 -0.1404 -0.0755 -0.0016
H -1.926 -1.465 -8.389 -0.3576 -0.0542 0.4120
C 10.084 -4.459 2.104 0.0821 -0.0695 0.1619
Cl 9.715 -3.651 0.574 0.1103 0.0331 -0.0396
Cl 8.652 -5.233 2.785 0.1654 -0.1173 0.0394
H 10.845 -5.216 1.927 -0.1435 0.0531 -0.0695
H 10.455 -3.720 2.811 -0.1837 0.0046 -0.0962
C 0.336 0.418 -10.019 0.1629 0.1358 -0.0556
Cl 0.693 0.557 -8.295 0.0193 0.0629 -0.0446
Cl -0.874 -0.834 -10.325 0.1894 0.0846 -0.5388
H -0.044 1.371 -10.378 -0.0532 -0.1305 0.1221
H 1.250 0.161 -10.549 -0.1094 -0.0942 0.1248
C -4.028 2.903 -9.250 -0.2025 0.2125 0.1197
Cl -2.574 2.499 -10.170 -0.0356 0.0639 -0.1003
Cl -4.122 1.969 -7.752 -0.0492 0.9665 0.0539
H -4.007 3.962 -9.005 0.1199 -0.1328 -0.0119
H -4.902 2.682 -9.858 0.1531 -0.1035 0.0470
```
Positions in Å, forces in eV/Å.

Net charge = -1
2S+1 = 1
LUMO level = 1.17 eV
Relative energy (zero: lowest compared OMol25 entry of this formula, charge and spin) = 0.0 kcal per mole